The following is a quantum chemistry calculation of a 18-piece molecular cluster, C77H179F3N6O14 overall at a distorted geometry, from the Open Molecules 2025 dataset.

## Properties
* Kohn-Sham gap: 0.143 Eh
* E_tot: -4722.47216 a.u.

```
! RIJCOSX wB97M-V def2-TZVPD def2/J DEFGRID3
* xyz 0 1
C 1.88 4.62 -3.36
C 2.20 4.74 -4.91
C 2.52 3.30 -5.34
C 2.41 3.01 -6.87
C 1.00 3.28 -7.30
C 0.65 4.78 -7.04
N 1.01 5.18 -5.64
O 0.37 6.29 -5.07
C -0.86 4.86 -7.28
C 1.41 5.78 -8.03
C 3.27 5.82 -5.21
H 2.78 4.37 -2.80
H 1.08 3.90 -3.19
H 1.54 5.55 -2.91
H 1.91 2.56 -4.83
H 3.54 3.06 -5.03
H 2.63 1.96 -7.07
H 3.20 3.56 -7.38
H 0.37 2.59 -6.74
H 0.98 2.98 -8.34
H -1.27 5.87 -7.20
H -1.42 4.33 -6.51
H -1.12 4.49 -8.27
H 2.47 5.52 -8.16
H 1.38 6.83 -7.73
H 0.97 5.65 -9.02
H 3.50 6.09 -6.25
H 4.21 5.59 -4.71
H 3.01 6.82 -4.86
C 0.47 0.20 -1.81
O -0.35 0.18 -0.59
O -0.39 0.54 -2.84
C 1.79 0.97 -1.66
F 1.68 2.14 -1.00
F 2.71 0.30 -0.91
F 2.45 1.23 -2.77
C 0.19 -0.49 0.58
C -0.90 -0.50 1.67
H -0.91 0.54 1.98
H -1.87 -0.83 1.29
H -0.49 -1.03 2.53
H 1.04 -0.03 1.10
H 0.50 -1.52 0.42
H 0.56 -0.87 -1.95
C -8.01 -2.61 6.63
C -6.84 -3.60 6.33
C -5.67 -3.30 7.29
C -4.54 -2.41 6.64
C -3.87 -2.92 5.37
C -2.44 -2.36 5.12
H -8.48 -2.72 7.61
H -8.75 -2.75 5.84
H -7.61 -1.60 6.57
H -7.20 -4.58 6.64
H -6.51 -3.68 5.30
H -5.30 -4.25 7.69
H -6.13 -2.80 8.15
H -4.79 -1.36 6.48
H -3.72 -2.37 7.36
H -3.80 -4.00 5.32
H -4.47 -2.69 4.49
H -1.80 -2.72 5.92
H -2.11 -2.77 4.16
H -2.41 -1.28 4.94
C 0.25 2.56 4.08
C 0.51 3.49 5.32
C 0.61 4.99 4.89
C 0.68 6.02 6.00
C 1.01 7.41 5.45
C 0.79 8.53 6.39
H 0.43 1.52 4.36
H 0.94 2.62 3.24
H -0.76 2.68 3.71
H -0.42 3.33 5.87
H 1.40 3.21 5.88
H -0.21 5.16 4.19
H 1.51 5.06 4.28
H -0.19 5.94 6.64
H 1.47 5.62 6.64
H 2.07 7.50 5.20
H 0.42 7.63 4.55
H -0.27 8.68 6.63
H 1.20 8.16 7.34
H 1.18 9.43 5.93
C 4.09 -0.20 2.08
C 4.76 -1.36 2.84
C 5.10 -2.48 1.81
C 6.18 -3.50 2.28
C 6.48 -4.59 1.26
C 5.26 -5.53 1.04
H 4.71 0.06 1.22
H 4.05 0.72 2.67
H 3.06 -0.42 1.79
H 5.72 -1.01 3.20
H 4.19 -1.62 3.73
H 5.59 -2.08 0.92
H 4.17 -2.91 1.44
H 7.10 -2.92 2.42
H 5.80 -3.87 3.23
H 6.81 -4.10 0.34
H 7.30 -5.17 1.69
H 5.50 -6.38 0.39
H 4.76 -5.84 1.95
H 4.48 -4.96 0.55
C -5.25 0.30 3.05
C -4.20 1.37 3.45
C -4.75 2.07 4.67
C -3.74 3.09 5.28
C -4.30 3.78 6.53
C -3.21 4.50 7.36
H -5.66 -0.27 3.89
H -4.97 -0.48 2.33
H -6.06 0.78 2.52
H -3.23 0.95 3.70
H -3.92 2.03 2.62
H -5.03 1.32 5.41
H -5.64 2.64 4.38
H -2.87 2.52 5.60
H -3.42 3.92 4.65
H -4.98 4.56 6.20
H -4.80 3.07 7.19
H -2.43 3.78 7.61
H -2.71 5.20 6.69
H -3.66 4.80 8.30
C 0.57 7.00 1.27
C 1.88 6.71 0.45
C 2.21 5.28 0.50
C 3.37 5.02 1.48
C 3.93 3.58 1.39
C 4.94 3.38 0.29
H 0.75 6.97 2.35
H -0.30 6.43 0.94
H 0.38 8.04 1.02
H 1.64 7.13 -0.53
H 2.65 7.29 0.96
H 2.60 4.93 -0.46
H 1.43 4.53 0.68
H 4.18 5.74 1.37
H 2.97 5.18 2.48
H 4.52 3.34 2.27
H 3.09 2.89 1.32
H 4.55 3.54 -0.71
H 5.75 4.08 0.47
H 5.54 2.47 0.30
C 0.74 -5.17 -1.92
C 2.00 -5.19 -2.78
C 2.42 -3.80 -3.35
C 3.54 -3.10 -2.50
C 4.88 -3.85 -2.70
C 6.19 -2.97 -2.55
H -0.10 -4.68 -2.41
H 0.94 -4.60 -1.01
H 0.54 -6.14 -1.46
H 2.87 -5.69 -2.36
H 1.76 -5.90 -3.58
H 1.50 -3.22 -3.39
H 2.68 -3.89 -4.40
H 3.62 -2.07 -2.86
H 3.26 -3.01 -1.45
H 4.88 -4.75 -2.09
H 4.94 -4.10 -3.76
H 6.19 -2.11 -3.22
H 6.23 -2.59 -1.52
H 7.09 -3.52 -2.82
C 2.34 -5.34 3.88
C 1.62 -5.41 5.24
C 2.23 -4.49 6.33
C 1.78 -3.03 6.03
C 2.26 -2.06 7.07
C 1.76 -2.30 8.50
H 1.85 -5.92 3.10
H 3.37 -5.68 4.02
H 2.44 -4.31 3.53
H 0.56 -5.23 5.10
H 1.67 -6.39 5.72
H 3.32 -4.58 6.37
H 1.80 -4.84 7.27
H 2.20 -2.77 5.05
H 0.69 -2.99 5.96
H 3.35 -2.05 6.97
H 1.91 -1.09 6.72
H 2.17 -1.40 8.96
H 0.68 -2.27 8.42
H 2.26 -3.09 9.07
C -3.35 -9.46 -1.62
C -4.12 -8.40 -0.69
C -3.17 -7.63 0.15
C -3.85 -6.35 0.74
C -3.13 -5.81 2.04
C -1.61 -5.78 2.03
H -2.95 -10.29 -1.04
H -2.49 -8.99 -2.08
H -3.93 -9.91 -2.42
H -4.69 -7.73 -1.34
H -4.76 -8.95 -0.01
H -2.29 -7.42 -0.47
H -2.88 -8.31 0.95
H -3.83 -5.59 -0.05
H -4.92 -6.45 0.93
H -3.46 -4.79 2.24
H -3.37 -6.50 2.85
H -1.30 -6.83 1.98
H -1.26 -5.16 1.21
H -1.18 -5.54 3.00
C -5.23 -1.21 -7.79
C -4.40 -1.03 -6.46
O -5.12 -0.37 -5.48
O -4.54 -1.71 -8.89
H -5.55 -0.19 -8.00
H -6.13 -1.78 -7.61
H -3.44 -0.56 -6.70
H -4.23 -2.00 -5.99
H -4.62 0.12 -4.82
H -5.21 -2.08 -9.48
C -0.16 -0.46 -6.13
C -0.15 -2.00 -5.96
O 0.60 -2.64 -6.94
O 0.89 0.23 -5.49
H -1.02 -0.03 -5.63
H -0.22 -0.20 -7.19
H -1.14 -2.44 -5.88
H 0.20 -2.16 -4.93
H 1.44 -2.18 -6.99
H 0.58 0.34 -4.59
C -2.49 3.29 -3.96
C -3.10 2.13 -4.80
O -3.14 0.88 -4.10
O -1.10 3.21 -3.91
H -2.86 3.28 -2.93
H -2.72 4.27 -4.36
H -2.63 2.15 -5.78
H -4.14 2.47 -4.82
H -2.23 0.79 -3.81
H -0.86 2.36 -3.53
O -3.71 -4.25 -2.51
C -3.16 -3.17 -2.28
N -3.14 -2.27 -3.20
C -2.73 -2.77 -0.85
H -2.56 -1.45 -3.04
H -3.14 -2.63 -4.14
H -2.15 -3.57 -0.39
H -3.60 -2.59 -0.22
H -2.15 -1.86 -0.71
O -7.64 1.40 -2.20
C -6.55 1.58 -1.65
N -5.91 2.71 -1.78
C -5.92 0.47 -0.85
H -6.33 3.36 -2.42
H -5.20 3.05 -1.15
H -5.65 -0.42 -1.42
H -6.69 0.13 -0.15
H -5.08 0.82 -0.24
O 3.36 -2.21 -6.94
C 4.05 -1.54 -6.23
N 3.57 -0.55 -5.56
C 5.60 -1.81 -6.09
H 2.61 -0.27 -5.72
H 4.09 -0.12 -4.81
H 5.79 -2.76 -5.58
H 6.13 -0.92 -5.76
H 5.94 -2.01 -7.11
O 5.59 1.36 -4.78
C 5.64 1.79 -3.64
N 5.58 3.11 -3.41
C 5.70 0.86 -2.46
H 5.51 3.77 -4.17
H 6.09 3.49 -2.62
H 6.71 0.46 -2.38
H 4.93 0.09 -2.54
H 5.42 1.48 -1.61
O -3.81 3.33 -0.05
C -2.72 2.77 -0.20
N -2.78 1.52 -0.69
C -1.40 3.46 0.14
H -1.90 1.04 -0.78
H -3.69 1.11 -0.87
H -1.07 4.17 -0.62
H -0.70 2.63 0.27
H -1.40 3.91 1.13
*
```